# 1
This record from OMol25 describes a cluster of 2 separate species, C19H30N3O6 in total at a distorted geometry. The level of theory is wB97M-V/def2-TZVPD.

## Properties
HOMO-LUMO gap in eV: 3.654
F_max in eV/A: 4.1
Energy relative to the best compared isomer or geometry (same formula, charge and spin) in eV: 0.000
E_HOMO in eV: -2.85

ORCA input file:
```
! wB97M-V def2-TZVPD RIJCOSX def2/J DEFGRID3
* xyz -1 1
C -5.19372 -4.00249 -2.79082
O -4.50499 -4.20228 -1.59977
C -3.50870 -3.27879 -1.48567
N -2.72371 -3.32385 -0.34883
N -1.63291 -2.75829 -0.40459
C -0.74342 -2.81119 0.65539
C -1.29021 -2.67953 2.02707
C 0.55429 -3.02195 0.36794
C 1.60665 -3.26012 1.34155
O 1.35089 -3.24431 2.53641
N 2.91755 -3.54174 0.94556
C 3.87753 -3.81076 1.99337
C 3.37650 -3.63783 -0.44637
O -3.29301 -2.44615 -2.33786
H -5.97453 -4.75843 -2.89098
H -5.63733 -3.00503 -2.77223
H -4.49001 -4.07392 -3.62355
H -0.50421 -2.74781 2.77858
H -1.78184 -1.71372 2.14942
H -2.02097 -3.46319 2.22671
H 0.79994 -3.07462 -0.67259
H 3.38055 -3.71105 2.95871
H 4.26319 -4.82319 1.90017
H 4.69780 -3.09896 1.94567
H 2.58533 -3.46525 -1.16816
H 4.16222 -2.90640 -0.62139
H 3.78936 -4.62806 -0.62609
C -3.54446 1.32998 2.12478
C -2.09880 1.68239 2.39041
O -1.54899 2.46842 1.36156
C -0.23034 2.73320 1.63442
C 0.45178 3.54413 0.65170
C 1.84871 3.80470 0.70756
O 2.58996 3.33681 1.56268
C 2.51693 4.65945 -0.34019
C 3.03475 3.85284 -1.53333
C 1.95285 3.36714 -2.51104
C 1.00929 2.27452 -1.95070
C -0.38275 2.78769 -1.56803
C -0.34065 3.92659 -0.54934
O 0.32262 2.30012 2.64009
H -3.97810 0.73443 2.92915
H -4.14486 2.23276 2.01253
H -3.63339 0.76646 1.19624
H -1.98355 2.25171 3.32289
H -1.47210 0.78470 2.48794
H 1.86620 5.47519 -0.66482
H 3.35817 5.15266 0.16039
H 3.76835 4.45954 -2.08158
H 3.59670 2.99101 -1.15274
H 1.35268 4.22086 -2.84637
H 2.43876 2.99586 -3.42394
H 0.90624 1.45291 -2.67299
H 1.47769 1.81464 -1.07237
H -0.92407 3.10139 -2.46867
H -0.97295 1.96311 -1.14774
H -1.35687 4.18652 -0.23101
H 0.05795 4.83718 -1.00511
*
```

***

# 2
This record from OMol25 describes a structure of composition C25H31BBrF3N3O5PRuS. The level of theory is wB97M-V/def2-TZVPD.

## Properties
HOMO-LUMO gap (alpha / beta) in eV: 6.289 / 6.208
F_max in eV/A: 0.9
Expectation value of S²: 8.7591
Energy relative to the best compared isomer or geometry (same formula, charge and spin) in eV: 1.720
E_HOMO (alpha / beta) in eV: -9.64 / -10.48

ORCA input file:
```
! wB97M-V def2-TZVPD RIJCOSX def2/J DEFGRID3
* xyz 1 6
Ru -1.20183 0.54967 -1.32878
C -6.01005 -2.74117 -0.39062
C -5.23473 -1.50964 -0.00723
C -5.60869 -0.69386 1.05196
C -4.86436 0.42965 1.37697
C -3.75338 0.68818 0.60640
Br -2.66626 2.19451 0.95643
N -3.36623 -0.06938 -0.40684
C -4.09239 -1.14978 -0.70942
H -6.89577 -2.85679 0.23098
H -5.39742 -3.63601 -0.27695
H -6.33104 -2.69236 -1.43136
H -6.48963 -0.93543 1.63452
H -5.13520 1.08017 2.19506
H -3.72799 -1.74249 -1.53879
F -0.79896 -1.81258 -5.43977
C -0.33328 -2.34990 -4.27493
F -0.94144 -3.50952 -4.09795
F 0.96876 -2.55542 -4.42043
C -0.63535 -1.32387 -3.17184
O -1.59182 -1.52289 -2.39834
O 0.05030 -0.27461 -3.18869
C 1.78353 -2.08254 6.32201
C 2.91904 -1.92918 5.30150
C 3.89033 -3.09460 5.48271
C 3.67461 -0.62192 5.57793
C 2.32861 -1.88321 3.88884
C 2.67309 -2.80783 2.90310
C 2.13712 -2.77042 1.61233
C 1.24761 -1.76372 1.34676
O 0.57083 -1.47974 0.16982
B -0.19084 -0.34174 0.45033
O -0.00495 0.06173 1.76835
C 0.89792 -0.84135 2.30579
C 1.40971 -0.87115 3.57733
H 2.19087 -2.12580 7.33417
H 1.22039 -3.00022 6.14155
H 1.08567 -1.24474 6.28022
H 4.27931 -3.08355 6.50205
H 4.74238 -3.02363 4.80388
H 3.40169 -4.05812 5.32581
H 4.10627 -0.64019 6.58071
H 3.01476 0.24518 5.51510
H 4.48561 -0.48303 4.86006
H 3.37890 -3.59205 3.13260
H 2.41408 -3.49750 0.86138
H 1.10726 -0.12880 4.30457
S -2.68851 1.97170 -2.78019
C -1.68832 2.16621 -4.15744
N -1.66452 1.15315 -5.06473
C -0.93292 1.15265 -6.18309
C -0.17820 2.25608 -6.46651
C -0.23755 3.28825 -5.52870
N -0.94254 3.25600 -4.41134
H -2.21323 0.33352 -4.82714
H -0.98335 0.26652 -6.80047
H 0.42177 2.31653 -7.36022
H 0.33561 4.19590 -5.69174
C 2.43804 3.11335 0.21116
P 1.46280 3.15492 -1.28331
C 0.82760 4.81485 -1.45746
C 2.58665 2.85005 -2.63749
O 0.35051 2.13855 -1.25010
H 3.23886 3.85318 0.17762
H 2.86848 2.11832 0.32856
H 1.78988 3.31859 1.06348
H 1.63733 5.52954 -1.60571
H 0.28643 5.07341 -0.54647
H 0.13263 4.84846 -2.30043
H 3.34143 3.63437 -2.70112
H 2.03018 2.79849 -3.57620
H 3.07391 1.88903 -2.47023
*
```

***

# 3
This record from OMol25 describes a structure of composition C26H69F2HgN4O18S2 at a distorted geometry. The level of theory is wB97M-V/def2-TZVPD.

## Properties
HOMO-LUMO gap in eV: 4.429
F_max in eV/A: 9.3
Energy relative to the best compared isomer or geometry (same formula, charge and spin) in eV: 0.000
E_HOMO in eV: -9.56

ORCA input file:
```
! wB97M-V def2-TZVPD RIJCOSX def2/J DEFGRID3
* xyz 1 1
Hg -5.23377 8.33317 -20.54938
N -5.84272 6.18470 -20.31163
S -5.89274 4.93864 -21.24374
O -6.89582 4.98345 -22.30687
O -5.42325 3.59242 -20.75030
F -4.58478 5.40358 -22.03257
S -6.91841 5.40840 -19.19227
O -6.34520 4.88051 -17.96658
O -8.17461 4.77209 -19.59508
F -7.42341 6.86532 -18.68624
C -6.57213 4.76157 -25.57517
C -6.54706 4.01594 -26.93354
O -6.84447 2.63665 -26.73058
O -7.98102 5.17289 -25.41856
H -5.91202 5.61947 -25.44721
H -6.31547 4.03369 -24.80549
H -5.58394 4.18276 -27.41589
H -7.24840 4.24581 -27.73566
H -7.68223 2.54203 -26.27144
H -7.91544 6.12913 -25.36469
C -3.61919 1.28892 -17.31642
C -3.85646 2.80715 -17.20973
O -2.65484 3.28501 -16.65991
O -4.79764 0.55955 -17.56669
H -3.01720 0.97751 -16.46277
H -3.05095 1.21293 -18.24347
H -4.68747 3.00618 -16.53304
H -4.06737 3.22900 -18.19241
H -2.92312 3.43970 -15.75123
H -4.61190 -0.08061 -18.25756
C -10.27454 4.00538 -22.58264
C -10.29665 5.53417 -22.85965
O -11.14735 5.68292 -23.93876
O -9.71216 3.17267 -23.57211
H -11.22325 3.63640 -22.19291
H -9.55725 3.96847 -21.76274
H -9.39637 6.05710 -23.18237
H -10.70531 6.09687 -22.02032
H -10.74536 5.13457 -24.61649
H -8.76837 3.34661 -23.59660
C -5.46342 11.31216 -20.88064
C -6.69381 10.93674 -20.01726
O -7.20954 9.60105 -20.01234
O -4.24118 10.49333 -20.46884
H -5.20570 12.36988 -20.82662
H -5.66429 11.11737 -21.93412
H -7.48414 11.56004 -20.43555
H -6.53889 11.31667 -19.00743
H -8.07534 9.51203 -19.60731
H -3.41669 10.98438 -20.44285
C -0.47714 9.50198 -22.70322
O -0.28641 8.71148 -21.56181
C -0.71848 7.36486 -21.56222
C -2.24180 7.00307 -21.53082
N -2.97340 7.80808 -20.46614
C -2.84283 7.12261 -19.15733
C -3.34906 7.81668 -17.92247
O -4.76986 8.04492 -18.12028
C -5.43664 8.27787 -16.82278
H -1.54703 9.69828 -22.77314
H -0.01116 9.08637 -23.59666
H -0.22062 10.55757 -22.61370
H -0.25175 7.02218 -20.63873
H -0.15675 6.86782 -22.35311
H -2.33939 5.94676 -21.28027
H -2.62218 7.07094 -22.55003
H -2.51597 8.70491 -20.38528
H -1.86624 6.69417 -18.93191
H -3.46761 6.25312 -19.36163
H -2.76336 8.73492 -17.87890
H -3.13176 7.39445 -16.94135
H -5.32587 7.39938 -16.18710
H -6.49519 8.46279 -17.00545
H -4.90927 9.07023 -16.29158
C -12.72955 7.31886 -16.55186
O -11.94431 7.97248 -17.54361
C -10.90003 7.18349 -18.13006
C -10.46141 7.96615 -19.45078
N -9.95429 9.33429 -19.14557
C -10.45348 10.17186 -20.21622
C -12.04164 10.47100 -20.18414
O -12.22410 11.41536 -21.21547
C -13.57632 11.80145 -21.44031
H -13.33191 8.03296 -15.99033
H -12.15763 6.98854 -15.68475
H -13.30728 6.46708 -16.91076
H -11.30034 6.24232 -18.50697
H -10.00283 6.95121 -17.55632
H -11.17476 7.83023 -20.26365
H -9.63035 7.52369 -20.00004
H -10.58358 9.49038 -18.37115
H -10.06595 9.80307 -21.16591
H -9.92486 11.12264 -20.14791
H -12.17725 10.97352 -19.22643
H -12.47662 9.48696 -20.35892
H -13.55003 12.44867 -22.31696
H -14.07098 12.33449 -20.62835
H -14.10142 10.89791 -21.75012
C -1.97327 1.83083 -22.09452
O -3.15430 1.17729 -22.62149
C -3.87328 1.79097 -23.64280
C -5.24238 1.08115 -23.95114
N -6.16322 1.55541 -22.91079
C -7.45142 0.83609 -22.68817
C -7.96272 1.13945 -21.23237
O -6.93654 0.86888 -20.26946
C -7.43090 1.03696 -18.93081
H -2.24633 2.85403 -21.83643
H -1.31169 1.97499 -22.94871
H -1.50911 1.32581 -21.24740
H -3.32616 1.85359 -24.58346
H -4.04068 2.82947 -23.35714
H -5.15901 0.00214 -24.08106
H -5.60106 1.43097 -24.91916
H -5.78217 1.55671 -21.97543
H -7.28648 -0.21262 -22.93533
H -8.13095 1.15269 -23.47943
H -8.76943 0.42515 -21.06778
H -8.17191 2.20224 -21.35412
H -7.03174 0.35640 -18.17874
H -8.49685 0.84762 -18.80429
H -7.22518 2.01610 -18.49831
*
```

***

# 4
This record from OMol25 describes a cluster of 2 separate species, C7H9IS2 in total at a distorted geometry. The level of theory is wB97M-V/def2-TZVPD.

## Properties
HOMO-LUMO gap (alpha / beta) in eV: 7.522 / 6.690
F_max in eV/A: 5.3
Expectation value of S²: 2.0390
E_HOMO (alpha / beta) in eV: -6.99 / -8.79

ORCA input file:
```
! wB97M-V def2-TZVPD RIJCOSX def2/J DEFGRID3
* xyz 0 3
C 2.18398 1.78010 -0.66533
C 1.95847 0.32848 -0.82364
C 2.24806 2.07156 0.67826
C 1.76785 -0.38253 0.37751
C -2.52132 -1.73240 0.65333
C -1.19695 -0.11663 -0.93938
C -1.58847 -0.52156 0.46578
S 2.01156 0.71391 1.75545
S 1.23790 -1.94884 0.45727
I -1.48355 0.74707 2.06898
H 2.23112 2.45852 -1.52065
H 1.88567 -0.22636 -1.77358
H 2.46001 3.05588 1.14069
H -3.28785 -1.70583 -0.10682
H -1.91937 -2.57703 0.45638
H -3.05213 -1.84646 1.63151
H -1.55810 0.77961 -1.17349
H -0.10302 0.12990 -1.09650
H -1.27388 -1.00740 -1.58578
*
```